(1)
Formula: CH5N3O3
Source: OMol25
Level of theory: ωB97M-V with the def2-TZVPD basis set

Cartesian coordinates (Å):
N  1.5513  0.9463  1.1644
O  1.1950  -0.1693  0.2708
C  0.4114  -0.9416  0.9330
N  0.0503  -1.7872  1.6704
O  -0.6659  -2.4425  2.4419
H  2.3895  1.2757  0.8752
H  0.8538  1.6806  1.0723
N  -1.2218  0.0847  -2.1371
O  -1.0971  0.6071  -0.8161
H  -0.3135  -0.2259  -2.2615
H  -1.2742  0.7812  -2.9162
H  -1.8789  0.1908  -0.2971

Largest force on an atom (eV Å⁻¹): 3.8
ΔE to the lowest compared entry with this formula, charge and spin (kJ/mol): 569.1
Electronic energy (eV): -11722.83520
Gap between HOMO and LUMO (eV): 9.4

natural (NBO) atomic charge list, values in e, 4 entries: atom 1 (N): -0.496, atom 2 (O): -0.346, atom 3 (C): 0.476, atom 4 (N): 0.114

=====

(2)
Formula: CH5N3OS
Source: OMol25
Level of theory: ωB97M-V with the def2-TZVPD basis set

Cartesian coordinates (Å):
H  0.8939  1.7401  -0.0415
N  -0.0975  1.8060  0.0280
C  -0.4688  0.5866  -0.1088
N  -1.8204  0.2813  -0.1906
O  -2.1577  -1.0035  0.2115
N  0.3002  -0.5500  -0.0527
S  2.0692  -0.4178  -0.0553
H  -2.1998  1.0077  0.5559
H  -2.6278  -1.3367  -0.5536
H  -0.0579  -1.5037  0.2120
H  2.2819  0.5252  1.1803

Largest force on an atom (eV Å⁻¹): 4.4
ΔE to the lowest compared entry with this formula, charge and spin (kJ/mol): 218.4
Electronic energy (eV): -18468.17147
Gap between HOMO and LUMO (eV): 9.7

natural (NBO) atomic charge list, values in e, 4 entries: atom 1 (H): 0.339, atom 2 (N): -0.740, atom 3 (C): 0.523, atom 4 (N): -0.335

=====

(3)
Formula: CH5N3S
Source: OMol25
Level of theory: ωB97M-V with the def2-TZVPD basis set

Cartesian coordinates (Å):
C  -1.9599  -0.4813  -0.1128
N  1.3301  0.2878  -0.2220
N  -0.8777  0.1229  0.4519
N  0.3808  -0.4934  0.4817
S  -3.5077  0.1971  -0.0003
H  -1.6442  -1.3797  -0.8206
H  1.2252  1.2737  -0.0618
H  1.3571  0.2077  -1.1951
H  -1.1286  0.8047  1.5755
H  0.4775  -1.3884  0.0951

Largest force on an atom (eV Å⁻¹): 5.5
ΔE to the lowest compared entry with this formula, charge and spin (kJ/mol): 352.1
Electronic energy (eV): -16419.67084
Gap between HOMO and LUMO (eV): 8.6

natural (NBO) atomic charge list, values in e, 4 entries: atom 1 (C): -0.084, atom 2 (N): -0.671, atom 3 (N): -0.448, atom 4 (N): -0.311

=====

What did the first record say?
Formula: CH5N3O3
Source: OMol25
Level of theory: ωB97M-V with the def2-TZVPD basis set

Cartesian coordinates (Å):
N  1.5513  0.9463  1.1644
O  1.1950  -0.1693  0.2708
C  0.4114  -0.9416  0.9330
N  0.0503  -1.7872  1.6704
O  -0.6659  -2.4425  2.4419
H  2.3895  1.2757  0.8752
H  0.8538  1.6806  1.0723
N  -1.2218  0.0847  -2.1371
O  -1.0971  0.6071  -0.8161
H  -0.3135  -0.2259  -2.2615
H  -1.2742  0.7812  -2.9162
H  -1.8789  0.1908  -0.2971

Largest force on an atom (eV Å⁻¹): 3.8
ΔE to the lowest compared entry with this formula, charge and spin (kJ/mol): 569.1
Electronic energy (eV): -11722.83520
Gap between HOMO and LUMO (eV): 9.4

natural (NBO) atomic charge list, values in e, 4 entries: atom 1 (N): -0.496, atom 2 (O): -0.346, atom 3 (C): 0.476, atom 4 (N): 0.114

=====

Please write out number 1 again, unchanged.
Formula: CH5N3O3
Source: OMol25
Level of theory: ωB97M-V with the def2-TZVPD basis set

Cartesian coordinates (Å):
N  1.5513  0.9463  1.1644
O  1.1950  -0.1693  0.2708
C  0.4114  -0.9416  0.9330
N  0.0503  -1.7872  1.6704
O  -0.6659  -2.4425  2.4419
H  2.3895  1.2757  0.8752
H  0.8538  1.6806  1.0723
N  -1.2218  0.0847  -2.1371
O  -1.0971  0.6071  -0.8161
H  -0.3135  -0.2259  -2.2615
H  -1.2742  0.7812  -2.9162
H  -1.8789  0.1908  -0.2971

Largest force on an atom (eV Å⁻¹): 3.8
ΔE to the lowest compared entry with this formula, charge and spin (kJ/mol): 569.1
Electronic energy (eV): -11722.83520
Gap between HOMO and LUMO (eV): 9.4

natural (NBO) atomic charge list, values in e, 4 entries: atom 1 (N): -0.496, atom 2 (O): -0.346, atom 3 (C): 0.476, atom 4 (N): 0.114

=====

- Which formula does entry 1 have?
  CH5N3O3